Computed, not measured: C12H35CdO6S5 as an isolated structure, with ωB97M-V/def2-TZVPD.

**Multiplicity**: 1
**Charge**: +1
**HOMO level**: -10.62 eV
**Energy relative to the best compared isomer or geometry (same formula, charge and spin)**: 200.3 kcal/mol
**Kohn-Sham gap**: 3.607 eV

XYZ file:
```
59
Properties=species:S:1:pos:R:3:forces:R:3
Cd -0.24102 0.73517 0.18731 -0.414 -0.021 -0.026
C -5.85458 3.44885 -0.61146 -0.035 0.613 0.950
C -5.17539 2.11268 -0.89588 1.645 -0.470 -0.746
O -3.78924 2.24356 -0.73911 -1.089 0.033 0.140
H -6.93641 3.34743 -0.52522 -0.062 -0.290 -0.631
H -5.55805 4.16552 -1.37732 -0.183 0.030 0.194
H -5.59852 3.80348 0.38693 0.471 0.176 -0.129
H -5.42566 1.80578 -1.91141 0.030 -0.146 -0.172
H -5.56894 1.35601 -0.21717 -0.034 -0.146 0.555
C 4.47706 0.42998 -4.44467 -0.048 0.711 -0.396
S 2.75389 1.04657 -4.40282 -1.799 0.084 1.571
O 2.33919 1.20519 -2.91114 0.987 -0.131 -2.147
C 2.74956 2.76958 -5.06113 1.296 0.089 0.819
H 5.19969 1.24564 -4.46923 0.039 -0.066 0.592
H 4.67729 -0.16356 -5.33669 -0.489 0.037 -0.148
H 4.53118 -0.24287 -3.58882 0.138 0.380 0.134
H 3.43701 3.34314 -4.43940 0.347 -0.096 0.035
H 1.80445 3.27587 -4.86481 -0.327 -0.757 -0.302
H 3.08948 2.85073 -6.09359 -0.278 -0.266 -0.018
C -3.48621 -2.59520 3.98193 -0.458 0.806 0.021
S -2.90087 -0.94030 4.57444 0.382 0.248 -1.394
O -2.17566 -0.33875 3.37401 -0.634 -0.551 0.970
C -4.48358 0.00549 4.70978 0.861 0.006 0.117
H -2.63926 -3.25127 3.78108 0.111 0.298 0.272
H -4.02204 -2.43188 3.04687 0.012 0.083 -0.021
H -4.16709 -3.03835 4.70865 0.121 0.012 0.106
H -5.23491 -0.32986 3.99483 -0.044 -0.012 0.313
H -4.19014 1.03614 4.51040 0.199 -0.103 -0.497
H -4.76398 0.07628 5.76071 -0.436 -0.712 -0.078
C 3.36415 -3.95580 1.22237 0.564 1.134 1.045
S 3.54164 -2.44632 2.28769 -2.164 0.731 -0.475
O 2.40434 -1.52424 1.86461 1.019 -0.325 0.017
C 2.88200 -3.06316 3.87791 0.503 -1.181 0.524
H 4.19743 -4.51771 1.64429 -0.494 -0.967 -0.143
H 3.60471 -3.73177 0.18312 -0.011 0.407 0.197
H 2.33150 -4.29518 1.30336 0.323 -0.412 0.218
H 3.56220 -3.67121 4.47432 0.667 -0.127 -0.454
H 2.03456 -3.73474 3.74031 -0.320 0.482 -0.323
H 2.66755 -2.25791 4.58053 -0.270 0.428 -0.724
C 3.84307 5.31957 -0.04729 0.447 -0.558 -0.364
S 3.05296 4.83168 1.54553 -0.559 -1.347 -0.850
O 2.06969 3.70717 1.22349 0.871 1.048 0.129
C 4.44668 3.97749 2.40975 -0.247 0.305 -0.757
H 4.49556 6.18590 0.06144 -0.061 -0.023 0.307
H 3.14881 5.51639 -0.86422 -0.709 0.307 0.668
H 4.40949 4.49949 -0.48857 0.282 -0.259 0.528
H 3.93314 3.18113 2.94842 0.018 0.352 0.358
H 4.95504 4.72124 3.02335 -0.094 -0.253 0.210
H 5.16126 3.48486 1.75036 -0.128 0.226 -0.287
C -2.51406 -2.99788 -3.77257 -0.105 0.081 -0.759
S -1.32646 -3.67068 -2.63860 0.201 0.773 2.271
O -1.25432 -2.66241 -1.48467 -0.014 -0.954 -1.152
C -2.31088 -5.12932 -2.02945 0.571 0.797 -0.649
H -2.04158 -2.23531 -4.39172 0.319 0.008 0.224
H -3.35174 -2.51538 -3.26901 -0.067 -0.416 0.175
H -2.78778 -3.79356 -4.46544 -0.380 -0.046 0.100
H -1.98364 -5.93176 -2.69060 -0.568 -0.097 -0.169
H -3.35691 -4.83223 -2.10464 0.016 -0.472 0.072
H -2.02566 -5.42939 -1.02113 0.080 0.520 -0.020
```
Positions in Å, forces in eV/Å.



Computed, not measured: a 2-piece molecular cluster, C24H32NO3 overall, with ωB97M-V/def2-TZVPD.

**Multiplicity**: 1
**Charge**: -1
**HOMO level**: -2.84 eV
**Kohn-Sham gap**: 4.504 eV

XYZ file:
```
60
Properties=species:S:1:pos:R:3:forces:R:3
C 2.41329 -4.56397 -2.78834 0.481 -0.279 0.109
C 1.07707 -4.20441 -2.31667 -1.005 -0.036 1.420
N 0.64180 -4.61479 -1.08260 0.815 0.941 -2.677
O -0.51376 -4.29161 -0.70547 -0.678 0.094 0.595
O 1.41172 -5.30414 -0.36732 0.219 -0.314 0.491
H 2.61915 -4.17146 -3.78396 -0.131 0.103 -0.099
H 3.17409 -4.17595 -2.11000 0.381 -0.103 0.076
H 2.52461 -5.64831 -2.82551 0.308 -0.226 0.003
H 0.39834 -3.62500 -2.91006 -0.385 0.057 0.054
C -4.58637 -0.49609 -0.99666 -0.042 0.087 0.206
C -3.47566 0.08497 -1.87890 -0.074 -0.086 -0.146
C -3.17492 -0.91227 -3.01198 0.081 0.136 0.337
C -3.94869 1.40497 -2.49971 -0.031 0.157 0.179
C -2.24438 0.35067 -1.01231 0.187 -0.482 -0.634
C -1.06480 -0.25344 -1.26363 -0.535 0.271 -0.038
C 0.10162 -0.01807 -0.46598 1.252 -0.499 -0.222
C 1.29634 -0.61874 -0.75537 -0.997 0.588 0.174
C 2.51012 -0.44656 0.03833 0.321 0.107 0.223
C 2.48673 -0.54378 1.43563 -0.159 -0.091 -0.346
C 3.61452 -0.29868 2.18277 0.177 0.028 -0.112
C 4.80950 0.04237 1.56669 -0.036 -0.035 -0.231
C 6.02585 0.29437 2.38712 0.433 0.100 0.154
C 4.84525 0.12763 0.17993 0.099 0.054 0.300
C 3.72167 -0.11606 -0.57633 -0.607 -0.180 0.065
C -0.00819 0.92170 0.60653 -0.519 0.449 0.325
C -1.15779 1.54342 0.92477 0.723 0.048 0.458
C -1.23647 2.50815 2.10911 0.024 0.141 0.046
C -1.64742 3.89742 1.60544 -0.186 -0.001 -0.076
C 0.11177 2.62911 2.84132 -0.243 -0.107 -0.257
C -2.28187 1.98882 3.10452 -0.192 -0.046 -0.097
C -2.35676 1.28547 0.11941 0.065 -0.219 -0.016
O -3.41334 1.84122 0.38209 -0.518 0.313 0.074
H -4.85527 0.21856 -0.22101 -0.045 -0.071 -0.017
H -5.47860 -0.71191 -1.58329 -0.041 -0.061 -0.146
H -4.25347 -1.41525 -0.51437 0.006 -0.092 -0.042
H -2.39919 -0.52886 -3.67486 0.063 -0.006 -0.069
H -2.85066 -1.87186 -2.60966 0.053 -0.071 -0.027
H -4.06433 -1.09069 -3.61461 -0.145 0.093 0.043
H -3.15844 1.85549 -3.10034 0.056 -0.002 -0.107
H -4.82138 1.24843 -3.13299 -0.052 -0.110 -0.104
H -4.22260 2.10669 -1.71431 -0.011 0.031 -0.071
H -0.96892 -0.93649 -2.08586 0.089 -0.290 -0.132
H 1.34816 -1.21488 -1.64944 0.088 -0.390 -0.222
H 1.56874 -0.81977 1.92565 -0.158 -0.149 0.061
H 3.58234 -0.37237 3.25717 -0.066 -0.063 0.238
H 6.88692 0.54014 1.76810 0.022 0.015 -0.070
H 5.87083 1.12452 3.07472 -0.017 0.050 0.110
H 6.29135 -0.58160 2.97787 -0.010 -0.049 0.079
H 5.76686 0.40366 -0.30230 0.243 0.038 -0.149
H 3.75108 -0.01565 -1.64830 0.061 -0.055 -0.233
H 0.88543 1.15521 1.14634 0.197 0.054 0.148
H -2.62897 3.84966 1.13693 0.047 0.038 0.004
H -1.69941 4.61097 2.42792 0.070 0.037 0.121
H -0.93425 4.26775 0.86862 0.092 0.043 -0.013
H 0.43353 1.66014 3.22189 0.082 -0.061 0.042
H 0.88333 3.01762 2.17754 0.112 0.024 -0.020
H 0.03161 3.30897 3.68874 -0.149 0.063 0.020
H -2.02255 0.98600 3.44486 0.048 -0.044 0.065
H -2.35484 2.64385 3.97269 0.099 0.083 0.084
H -3.26034 1.94470 2.62943 0.038 -0.018 0.071
```
Positions in Å, forces in eV/Å.



Computed, not measured: C54H65AlBrN2OS as an isolated structure, with ωB97M-V/def2-TZVPD.

**Multiplicity**: 1
**Charge**: -1
**HOMO level**: -4.87 eV
**Kohn-Sham gap**: 6.944 eV

XYZ file:
```
125
Properties=species:S:1:pos:R:3:forces:R:3
Br -4.89189 1.15966 2.38257 -0.130 0.102 -0.122
C -4.68573 0.50919 0.55832 -0.592 -0.157 -0.552
C -3.80348 -0.68519 0.43531 0.949 0.081 0.949
C -2.34848 -0.38507 0.77525 -0.178 0.438 -0.572
Al -1.39666 0.83701 -0.54568 0.444 -0.297 0.060
C 0.17597 -0.08946 -1.47762 -0.022 0.485 0.710
C 1.38535 0.86389 -1.53444 -0.546 -0.250 -1.085
C 2.06364 0.95087 -2.91441 0.655 0.514 0.679
C 2.34185 2.39226 -3.38283 -0.170 -1.089 -0.514
C 1.39575 2.82553 -4.49543 0.165 0.568 0.436
C 0.70285 4.16168 -4.26075 0.527 -0.118 -0.666
C 1.46206 5.34362 -4.84531 -0.439 -0.196 0.700
S 3.04360 5.79948 -4.09342 0.820 -0.553 -0.884
C 2.67889 6.61703 -2.63529 -0.567 -1.454 -0.243
N 2.67135 7.85559 -2.44406 0.089 2.435 0.081
N 2.38250 8.04929 -1.09893 0.268 2.710 -0.655
C 2.23609 6.91396 -0.60947 -0.203 -1.516 0.746
O 2.39889 5.93927 -1.49759 -0.099 -1.305 -0.160
H -5.67147 0.23391 0.23558 -0.700 0.029 0.087
H -4.37938 1.32627 -0.06431 0.446 0.566 -0.041
H -3.87951 -1.04825 -0.57921 -0.268 -0.247 -0.420
H -4.17434 -1.42223 1.13673 -0.443 -0.602 -0.062
H -1.82771 -1.31820 0.94818 0.346 -0.375 -0.068
H -2.35823 0.12566 1.72895 0.172 0.209 0.499
H -2.39865 1.43577 -1.68849 -0.221 -0.033 -0.049
H -0.78270 2.08209 0.30788 0.086 0.159 0.041
H -0.08774 -0.42967 -2.47158 -0.111 -0.067 -0.406
H 0.47112 -0.97264 -0.92916 -0.013 -0.552 0.223
H 1.06008 1.86147 -1.29060 -0.092 0.569 0.299
H 2.13491 0.59449 -0.80791 0.228 -0.067 0.488
H 1.50277 0.40434 -3.65417 -0.340 -0.135 -0.367
H 3.02758 0.46986 -2.85555 0.388 -0.509 0.014
H 3.36150 2.42320 -3.73108 0.471 0.284 -0.206
H 2.28114 3.06434 -2.55177 -0.063 0.430 0.607
H 1.93713 2.86899 -5.42700 0.217 0.053 -0.578
H 0.63280 2.08692 -4.64504 -0.446 -0.521 0.096
H 0.47050 4.28297 -3.21648 -0.183 0.163 0.456
H -0.21751 4.11842 -4.81957 -0.657 0.202 -0.069
H 1.74215 5.07840 -5.84723 0.371 -0.074 -0.618
H 0.82715 6.20647 -4.93589 -0.167 0.592 0.159
H 2.02617 6.65514 0.39521 -0.200 -0.226 0.673
C 4.96740 3.16849 0.23262 -0.003 -0.022 -0.010
C 5.47666 2.35745 1.23841 -0.037 0.032 -0.019
C 4.70181 2.07567 2.35616 0.114 -0.076 0.039
C 3.42212 2.59617 2.46615 -0.018 -0.047 0.108
C 2.91437 3.39965 1.45921 -0.021 0.041 -0.005
C 3.68383 3.68817 0.34340 0.016 0.049 -0.107
H 5.56623 3.38732 -0.64321 -0.011 -0.007 -0.003
H 6.47272 1.94163 1.14904 0.005 0.010 0.005
H 5.09404 1.44461 3.14479 0.015 -0.005 -0.006
H 2.81592 2.36791 3.33358 -0.008 -0.010 -0.003
H 1.91168 3.78980 1.53888 -0.169 -0.012 -0.022
H 3.26930 4.31068 -0.44142 0.181 -0.269 0.116
C -4.53559 -6.33433 1.14899 -0.031 -0.014 0.016
C -5.89642 -6.05776 1.18393 0.019 -0.023 0.006
C -6.35443 -4.90530 1.80786 0.036 -0.041 -0.011
C -5.44937 -4.03019 2.39064 -0.176 0.118 0.070
C -4.09341 -4.30376 2.35514 0.182 -0.008 0.012
C -3.63355 -5.45753 1.73621 -0.001 -0.014 0.014
H -4.17814 -7.23309 0.66327 0.003 -0.012 -0.012
H -6.59918 -6.73980 0.72280 -0.007 -0.015 -0.006
H -7.41432 -4.68872 1.83838 -0.013 0.010 -0.009
H -5.80191 -3.13018 2.87768 0.000 0.023 -0.012
H -3.39385 -3.61565 2.81213 0.011 0.027 -0.030
H -2.57310 -5.67320 1.71148 0.012 0.014 -0.024
C 1.03222 -3.70891 -5.51952 0.000 -0.002 -0.013
C 0.23999 -2.79492 -4.83984 0.010 0.021 -0.045
C -0.73065 -3.24021 -3.95494 -0.055 0.037 0.037
C -0.90297 -4.60032 -3.74336 -0.009 -0.019 -0.015
C -0.10905 -5.51538 -4.42097 -0.010 -0.016 0.004
C 0.85659 -5.06994 -5.31203 0.017 -0.013 -0.009
H 1.78856 -3.36010 -6.21089 0.015 0.008 -0.005
H 0.37861 -1.73342 -4.99669 0.008 0.021 0.028
H -1.34843 -2.52459 -3.42866 0.032 0.019 0.047
H -1.65665 -4.94670 -3.04824 -0.010 0.000 0.017
H -0.24276 -6.57660 -4.25367 -0.003 -0.016 0.001
H 1.47388 -5.78325 -5.84345 0.013 -0.009 0.001
C -5.41511 -5.72397 7.82303 -0.012 -0.001 0.006
C -4.17179 -5.24594 8.21152 0.005 -0.009 0.022
C -3.16227 -5.09379 7.27163 0.011 0.006 0.003
C -3.39885 -5.41269 5.94216 0.028 0.004 0.009
C -4.64274 -5.88711 5.55334 -0.036 -0.074 -0.090
C -5.65002 -6.04632 6.49369 0.006 0.006 0.034
H -6.20200 -5.84388 8.55656 -0.011 0.004 0.012
H -3.98948 -4.99075 9.24731 0.004 0.005 0.016
H -2.19123 -4.72470 7.57528 0.006 0.022 0.002
H -2.61418 -5.28993 5.20676 -0.003 0.008 -0.019
H -4.82669 -6.13246 4.51512 0.001 0.021 -0.021
H -6.61925 -6.41973 6.18949 -0.014 0.005 -0.011
C -3.66053 2.39720 7.22183 -0.011 0.006 0.000
C -2.66745 1.79007 7.97743 -0.002 0.006 0.029
C -1.97614 0.70086 7.46612 0.013 -0.011 -0.003
C -2.27384 0.22475 6.19688 -0.007 0.012 0.041
C -3.26498 0.83323 5.43895 0.074 -0.113 0.070
C -3.95987 1.91727 5.95433 -0.019 0.018 0.014
H -4.20131 3.24591 7.62101 -0.004 0.014 0.005
H -2.43180 2.16624 8.96492 0.000 0.003 0.016
H -1.20416 0.22376 8.05654 0.020 0.003 0.006
H -1.73156 -0.62162 5.79534 0.004 -0.004 -0.019
H -3.49624 0.46477 4.44983 0.075 -0.005 0.057
H -4.73539 2.38976 5.36474 0.009 0.008 -0.026
C 3.92182 -1.60787 3.24515 -0.038 0.069 -0.043
C 2.97197 -2.43119 3.83259 -0.041 -0.018 0.011
C 3.37233 -3.49106 4.63401 -0.008 0.000 0.013
C 4.72280 -3.72366 4.85444 -0.001 -0.011 0.006
C 5.67247 -2.89861 4.26907 0.023 0.004 -0.003
C 5.27164 -1.84288 3.46176 0.017 0.001 0.022
H 3.60760 -0.78296 2.61808 0.002 -0.004 -0.014
H 1.91934 -2.24466 3.66293 0.001 -0.003 -0.018
H 2.63109 -4.13690 5.08755 -0.004 0.004 0.005
H 5.03485 -4.54838 5.48249 0.004 -0.010 0.003
H 6.72586 -3.07893 4.44153 0.014 -0.006 -0.004
H 6.01176 -1.20149 3.00041 0.008 0.009 -0.011
C 2.85740 6.21456 -9.20361 -0.016 0.014 0.000
C 3.86352 5.56883 -8.49954 0.005 0.014 0.080
C 4.50043 4.46687 -9.05173 0.014 -0.007 -0.005
C 4.13684 4.01573 -10.31236 0.009 -0.010 -0.006
C 3.13303 4.66337 -11.01813 -0.005 -0.007 -0.018
C 2.49082 5.76058 -10.46252 -0.006 0.011 -0.010
H 2.35887 7.07163 -8.77002 -0.005 0.011 0.012
H 4.15028 5.92436 -7.51776 -0.005 0.003 0.018
H 5.27987 3.95961 -8.49873 0.013 -0.004 0.011
H 4.63562 3.15814 -10.74450 0.002 -0.017 -0.004
H 2.85003 4.31164 -12.00166 -0.011 -0.011 -0.011
H 1.70416 6.26232 -11.01080 -0.009 0.008 -0.008
```
Positions in Å, forces in eV/Å.